(1)
Density functional theory data (wB97M-V/def2-TZVPD) for one molecule with the formula C8H17Cl3Si.

Each atom is followed by the atoms it is bonded to, with distances in Å.
Atoms and positions in Å:
1 H -0.605 0.028 -2.342  C13 1.086
2 C -1.322 0.573 -0.320  C7 1.553, C13 1.538, C16 1.551, C18 1.569
3 H 0.993 0.142 2.843  C22 1.106
4 H -1.921 -1.118 0.965  C18 1.085
5 H -2.295 -0.407 -2.000  C13 1.096
6 H 0.044 1.469 1.098  C16 1.098
7 C -1.873 1.974 -0.699  C2 1.553, H17 1.084, H26 1.105, H29 1.062
8 H 0.537 -1.389 0.195  C20 1.125
9 Cl 2.073 -2.759 -1.638  Si19 2.061
10 C 2.418 -0.443 0.510  H12 1.086, Si19 1.866, C20 1.545, H25 1.102
11 H 0.734 1.248 -0.457  C16 1.064
12 H 2.949 -1.156 1.134  C10 1.086
13 C -1.290 -0.319 -1.573  H1 1.086, C2 1.538, H5 1.096, H14 1.077
14 H -0.987 -1.329 -1.354  C13 1.077
15 H -0.430 -0.840 2.471  C22 1.089
16 C 0.105 0.769 0.255  C2 1.551, H6 1.098, H11 1.064, C20 1.578
17 H -2.790 1.946 -1.277  C7 1.084
18 C -2.275 -0.124 0.713  C2 1.569, H4 1.085, H23 1.095, H27 1.105
19 Si 2.742 -0.842 -1.284  Cl9 2.061, C10 1.866, Cl21 2.122, Cl28 2.093
20 C 0.896 -0.494 0.774  H8 1.125, C10 1.545, C16 1.578, C22 1.511
21 Cl 1.664 0.428 -2.597  Si19 2.122
22 C 0.628 -0.714 2.244  H3 1.106, H15 1.089, C20 1.511, H24 1.100
23 H -2.313 0.428 1.658  C18 1.095
24 H 1.098 -1.650 2.580  C22 1.100
25 H 2.875 0.537 0.722  C10 1.102
26 H -1.098 2.482 -1.301  C7 1.105
27 H -3.306 -0.185 0.322  C18 1.105
28 Cl 4.771 -0.841 -1.797  Si19 2.093
29 H -2.023 2.588 0.154  C7 1.062

Results
total charge: 0
SMILES: C[C@@H](CC(C)(C)C)C[Si](Cl)(Cl)Cl
HOMO energy: -10.76 eV
gap between HOMO and LUMO: 11.27 eV
multiplicity: 1

---

(2)
Density functional theory data (wB97M-V/def2-TZVPD) for an isolated ion of composition C3H6NO2 and charge -1.

Each atom is followed by the atoms it is bonded to, with distances in Å.
Atoms and positions in Å:
1 H -0.085 1.696 1.269  C2 1.251
2 C -1.074 0.974 1.011  H1 1.251, N3 1.704, H8 1.027, O11 1.431
3 N -0.657 0.545 -0.585  C2 1.704, C4 1.493, H12 1.050
4 C 0.236 -0.637 -0.401  N3 1.493, C5 1.521, H7 1.123, H9 1.044
5 C 1.697 -0.570 -0.819  C4 1.521, O6 1.238, H10 1.134
6 O 2.159 -1.475 -1.526  C5 1.238
7 H 0.357 -0.933 0.676  C4 1.123
8 H -1.819 1.605 0.691  C2 1.027
9 H -0.117 -1.484 -0.898  C4 1.044
10 H 2.322 0.290 -0.423  C5 1.134
11 O -1.394 -0.192 1.778  C2 1.431
12 H -1.624 0.181 -0.775  N3 1.050

Results
total charge: -1
SMILES: O=CCNC[O-]
HOMO energy: -3.29 eV
gap between HOMO and LUMO: 7.42 eV
multiplicity: 1